{
  "formula": "C3H10N2O",
  "method": "ωB97M-V/def2-TZVPD",
  "species": ["N", "C", "C", "O", "C", "N", "H", "H", "H", "H", "H", "H", "H", "H", "H", "H"],
  "coordinates": [[0.040, -0.411, 3.272], [0.221, 0.883, -0.913], [0.151, 0.536, 0.553], [0.479, 1.509, 1.401], [-0.500, 0.250, -1.848], [-0.290, -2.083, -2.904], [-0.805, -0.424, 3.803], [0.223, 0.428, 2.668], [0.722, 1.832, -1.211], [0.749, -0.373, 0.628], [-0.908, 0.194, 0.720], [0.821, -0.782, 3.794], [-0.317, -0.866, -2.200], [-1.141, 0.758, -2.540], [-0.257, -3.053, -2.712], [-0.382, -2.067, -3.915]],
  "forces_ev_per_a": [[0.49, -0.19, -0.93], [-0.64, 0.38, -0.59], [-0.56, 2.86, 0.65], [-0.14, -1.15, -1.32], [0.83, 1.52, 0.70], [0.96, 1.50, -0.31], [-0.23, 0.26, 0.24], [-0.15, -0.68, 1.48], [0.02, -0.60, 0.44], [0.42, -0.91, -0.16], [0.29, -0.51, 0.02], [-0.12, 0.35, -0.05], [-0.18, -2.66, -0.73], [-0.27, 0.30, -0.39], [-0.17, -1.08, 1.03], [-0.54, 0.60, -0.07]],
  "total_charge": 0
}

=====

{
  "formula": "C4H10N2",
  "method": "ωB97M-V/def2-TZVPD",
  "species": ["C", "C", "C", "C", "N", "N", "H", "H", "H", "H", "H", "H", "H", "H", "H", "H"],
  "coordinates": [[0.858, 1.271, -0.124], [1.478, -0.078, 0.145], [0.750, -1.200, -0.352], [-0.766, -1.193, 0.208], [-1.624, -0.492, -0.457], [-2.432, 0.415, 0.060], [0.430, 1.436, -1.097], [0.116, 1.335, 0.744], [1.585, 2.070, 0.024], [2.572, -0.130, -0.116], [1.770, -0.243, 1.204], [1.249, -2.186, -0.182], [0.789, -1.049, -1.388], [-0.911, -1.366, 1.291], [-2.608, 1.351, -0.515], [-3.259, 0.060, 0.554]],
  "forces_ev_per_a": [[-0.29, 0.40, 2.67], [3.99, 1.30, 2.30], [-2.69, -3.98, 0.04], [0.19, 1.44, -0.87], [4.34, -0.33, -1.31], [-3.17, 2.75, 0.83], [-0.47, -0.39, -0.29], [0.37, 0.63, -1.68], [0.07, -0.02, 0.12], [-0.92, 0.01, -1.14], [-1.17, 0.60, 0.26], [-0.32, 0.77, 0.19], [-0.87, -0.28, -1.86], [0.23, 0.03, -0.20], [0.31, -3.46, 1.10], [0.39, 0.53, -0.17]],
  "smiles": "CCC/C=N/N",
  "total_charge": 0
}

=====

In eV, the lowest unoccupied orbital energy values for the records above are, in order, -3.76; 1.01.
In kJ/mol, the relative energy (zero: lowest compared OMol25 entry of this formula, charge and spin) values for the records above are, in order, 966.7; 355.3.